Version A
Entry from OMol25: one molecule with the formula C4H2ClNOS (ωB97M-V/def2-TZVPD).

```
10
Properties=species:S:1:pos:R:3:lowdin_charge:R:1
C -0.762 -0.071 0.925 -0.719
C -1.010 -0.585 -0.303 -0.060
C 0.030 -0.373 -1.254 -0.104
C 1.378 0.735 0.245 -0.872
H -1.922 -1.095 -0.525 0.105
H -0.104 -0.758 -2.273 0.127
N 1.142 0.233 -1.000 0.070
O 0.371 0.562 1.209 -0.062
S 2.711 1.528 0.728 0.721
Cl -1.833 -0.175 2.248 0.794
```

The value obtained for the HOMO energy is -8.890 eV. For the frontier orbital gap, the calculation gives 0.2977 Ha.



Version B
Entry from OMol25: one molecule with the formula C4H2ClNOS (ωB97M-V/def2-TZVPD).

```
10
Properties=species:S:1:pos:R:3:lowdin_charge:R:1
C -1.415 -0.228 0.123 -0.750
C -0.252 -0.882 0.194 -0.126
C 1.081 -0.349 -0.024 -0.776
C 0.990 1.015 -0.105 -0.186
H -0.480 -1.926 0.614 0.138
H 1.835 1.619 -0.200 0.097
N -0.104 1.778 -0.046 0.158
O -1.381 1.098 -0.167 -0.069
S 2.573 -1.082 -0.185 0.697
Cl -2.846 -1.043 -0.204 0.815
```

The value obtained for the HOMO energy is -9.101 eV. For the frontier orbital gap, the calculation gives 0.2759 Ha.



Which structure wins on stability? version A wins.